117
Properties=species:S:1:pos:R:3:mulliken_charge:R:1 method="wB97M-V/def2-TZVPD" homo_energy_ev=-4.4 e_above_lowest_kj_mol=61.5 lumo_energy_ev=2.183 total_charge=-1 spin_multiplicity=1
La 0.332 0.103 0.010 2.550
Cl 6.594 3.249 0.797 -0.268
C 5.348 2.081 1.048 0.099
C 4.037 2.503 1.164 -1.003
C 3.008 1.580 1.326 0.059
N 1.664 1.927 1.289 0.807
C 1.271 3.101 1.776 -0.258
O 1.901 3.899 2.476 -0.805
C -0.151 3.447 1.412 -0.034
C -0.713 4.582 2.003 -0.634
C -1.978 4.980 1.630 -0.615
C -2.644 4.230 0.670 -1.024
C -2.013 3.116 0.147 -0.627
N -0.796 2.717 0.500 0.974
C 3.328 0.202 1.416 -0.278
C 4.657 -0.203 1.302 -0.808
C 5.656 0.731 1.100 -0.051
Cl 7.282 0.195 0.868 -0.269
N 2.274 -0.692 1.524 0.896
C 2.405 -1.773 2.285 -0.278
O 3.312 -2.067 3.069 -0.805
C 1.250 -2.736 2.147 -0.074
C 1.202 -3.821 3.021 -0.619
C 0.248 -4.799 2.834 -1.082
C -0.602 -4.683 1.743 -0.917
C -0.491 -3.565 0.934 -0.986
N 0.380 -2.584 1.142 1.580
H 3.799 3.553 1.103 0.567
H -0.116 5.112 2.730 0.570
H -2.440 5.855 2.065 0.399
H -3.636 4.508 0.343 0.456
H -2.503 2.496 -0.595 0.473
H 4.899 -1.252 1.352 0.646
H 1.929 -3.857 3.817 0.596
H 0.172 -5.646 3.500 0.418
H -1.336 -5.441 1.521 0.572
H -1.137 -3.449 0.076 0.583
C 0.400 -0.810 -5.578 -1.716
C 0.414 -1.040 -4.073 1.174
C -0.082 -2.441 -3.730 -1.594
P -0.491 0.177 -2.951 0.844
C -0.240 1.836 -3.822 0.638
C -0.366 2.920 -2.754 -1.498
C -1.166 2.191 -4.980 -1.742
C -2.251 -0.246 -3.124 -0.799
C -2.916 -0.285 -4.347 0.460
C -4.259 -0.588 -4.467 0.457
C -4.932 -0.665 -5.808 -1.929
C -4.968 -0.835 -3.292 -1.172
C -4.330 -0.845 -2.080 -0.040
C -2.941 -0.611 -1.934 -0.970
N -2.329 -0.708 -0.720 0.815
C -2.856 -1.602 0.176 -1.504
C -3.397 -2.847 -0.210 0.572
C -3.866 -3.754 0.712 -1.429
C -3.786 -3.499 2.078 0.743
C -4.317 -4.472 3.093 -1.750
C -3.239 -2.289 2.482 -0.420
C -2.808 -1.340 1.570 -0.207
P -2.380 0.397 1.910 1.298
C -4.147 1.036 2.218 0.630
C -4.853 1.246 0.880 -1.757
C -5.064 0.154 3.062 -1.753
C -1.582 0.563 3.623 1.022
C -2.404 0.536 4.908 -1.969
C -0.434 -0.434 3.722 -1.228
H 1.042 -1.553 -6.052 0.492
H -0.598 -0.922 -5.992 0.269
H 0.792 0.171 -5.830 0.381
H 1.455 -0.937 -3.746 0.061
H -1.100 -2.581 -4.095 0.291
H 0.558 -3.198 -4.182 0.514
H -0.086 -2.593 -2.650 0.005
H 0.800 1.806 -4.169 0.706
H -1.381 2.927 -2.363 0.222
H 0.334 2.738 -1.938 0.051
H -0.154 3.902 -3.176 0.596
H -2.203 2.220 -4.646 0.283
H -0.901 3.181 -5.351 0.498
H -1.086 1.496 -5.811 0.340
H -2.360 -0.099 -5.250 0.088
H -4.302 -0.228 -6.581 0.340
H -5.131 -1.703 -6.082 0.338
H -5.886 -0.137 -5.793 0.390
H -6.031 -1.040 -3.336 0.404
H -4.908 -1.064 -1.193 0.203
H -3.430 -3.092 -1.264 0.544
H -4.294 -4.687 0.367 0.284
H -4.643 -5.394 2.618 0.396
H -3.554 -4.707 3.834 0.356
H -5.172 -4.047 3.622 0.352
H -3.186 -2.072 3.541 0.137
H -4.006 2.010 2.707 0.804
H -4.986 0.288 0.386 0.280
H -5.839 1.685 1.038 0.627
H -4.293 1.892 0.216 0.029
H -5.210 -0.805 2.572 0.275
H -4.691 -0.022 4.062 0.297
H -6.037 0.637 3.156 0.517
H -1.140 1.571 3.550 0.008
H -2.841 -0.442 5.092 0.252
H -1.737 0.759 5.741 0.516
H -3.184 1.293 4.901 0.407
H -0.805 -1.458 3.680 0.162
H 0.281 -0.278 2.911 -0.093
H 0.102 -0.300 4.662 0.603
S 2.508 0.947 -1.840 -0.492
C 2.946 -0.704 -1.819 0.766
C 4.161 -1.129 -2.388 -1.163
C 4.491 -2.460 -2.357 -0.737
C 3.593 -3.365 -1.788 -1.284
C 2.413 -2.873 -1.271 -0.416
N 2.077 -1.585 -1.274 1.474
H 4.806 -0.388 -2.828 0.557
H 5.426 -2.807 -2.773 0.426
H 3.812 -4.420 -1.744 0.486
H 1.685 -3.550 -0.840 0.163